Record 1
ORCA calculation (ωB97M-V/def2-TZVPD) on a structure of composition C8H11N2P in a non-equilibrium geometry.

Last column: Mulliken charge in e.
Positions of all 22 atoms, in Å:
C (-3.699, 0.321, -0.626)  -0.412
C (-3.454, 0.586, 0.729)  -0.461
C (-2.526, -0.335, -1.079)  -0.520
C (-2.231, 0.085, 1.024)  -0.278
C (2.014, 1.875, 0.496)  -0.753
C (3.839, -1.009, -0.056)  -0.811
C (1.294, 0.974, -0.206)  0.162
C (2.543, -1.179, 0.072)  0.172
N (-1.656, -0.495, -0.035)  0.286
N (1.581, -0.350, -0.388)  -0.508
P (-0.359, -1.596, 0.267)  0.066
H (-4.510, 0.671, -1.167)  0.455
H (-4.209, 1.325, 1.323)  0.223
H (-2.225, -0.636, -2.048)  0.410
H (-1.719, -0.099, 1.944)  0.403
H (1.731, 2.987, 0.470)  0.200
H (2.862, 1.689, 1.155)  0.343
H (4.614, -1.777, 0.094)  0.287
H (4.050, -0.040, -0.557)  0.241
H (0.361, 1.394, -0.792)  0.224
H (2.124, -2.094, 0.429)  0.190
H (-0.427, -2.297, -1.048)  0.080

Values from the calculation:
Energy = -762.1261 Ha
Lowest unoccupied orbital energy (spin up / spin down) = -0.94 / -0.94 eV
Orbital gap (spin up / spin down) = 6.58 / 6.58 eV
Molar mass = 166.16 Da
Charge = 0

Record 2
ORCA calculation (ωB97M-V/def2-TZVPD) on a cluster of 8 separate species, C43H64F9N2O16 in total in a non-equilibrium geometry.

Last column: Mulliken charge in e.
Positions of all 134 atoms, in Å:
O (-0.196, -2.670, 0.355)  -0.548
C (-0.326, -1.345, 0.101)  0.036
O (-1.335, -0.561, 0.886)  -0.059
C (-2.432, -0.181, -0.071)  0.374
C (-3.568, -1.291, -0.269)  -0.580
C (-4.784, -1.022, -1.319)  -0.337
C (-4.602, 0.432, -2.029)  -0.251
C (-3.374, 1.372, -1.606)  -0.331
N (-2.246, 1.175, -0.654)  0.059
C (0.506, -0.511, -1.037)  0.701
C (0.248, -0.816, -2.632)  -0.330
C (1.065, 0.077, -3.751)  -0.250
N (2.042, 1.156, -3.329)  -0.059
C (2.314, 1.467, -1.863)  -0.533
C (1.565, 0.661, -0.607)  -0.298
C (1.939, 1.154, 0.907)  1.296
F (3.423, 1.439, 0.896)  -0.247
F (1.731, 0.154, 1.977)  -0.220
C (1.210, 2.602, 1.150)  0.546
F (2.217, 3.691, 1.107)  -0.221
F (0.230, 2.910, 0.042)  -0.254
C (0.364, 2.733, 2.547)  0.361
F (-0.788, 1.785, 2.658)  -0.143
F (-0.263, 4.108, 2.522)  -0.290
C (1.263, 2.675, 3.916)  0.586
F (0.704, 1.579, 4.779)  -0.226
F (2.706, 2.416, 3.712)  -0.218
F (1.005, 3.946, 4.692)  -0.241
H (-3.530, -2.301, 0.335)  0.350
H (-5.661, -1.758, -1.560)  0.356
H (-5.373, 0.789, -2.846)  0.308
H (-3.344, 2.436, -2.152)  0.305
H (-0.513, -1.651, -2.981)  0.365
H (0.888, -0.080, -4.910)  0.313
H (2.523, 1.722, -4.083)  0.334
H (3.093, 2.332, -1.606)  0.301
O (-6.601, 2.853, -4.220)  -0.588
C (-6.857, 3.671, -3.340)  0.829
O (-6.423, 3.476, -2.075)  -0.304
C (-6.513, 4.450, -1.020)  -0.399
C (-7.872, 4.399, -0.349)  -1.037
C (-7.736, 4.854, -3.631)  -1.100
H (-6.260, 5.450, -1.385)  0.355
H (-5.742, 4.185, -0.288)  0.327
H (-8.676, 4.643, -1.048)  0.326
H (-7.916, 5.101, 0.488)  0.359
H (-8.075, 3.390, 0.026)  0.315
H (-8.782, 4.546, -3.574)  0.264
H (-7.517, 5.206, -4.644)  0.329
H (-7.565, 5.702, -2.971)  0.334
O (2.233, -2.127, -5.822)  -0.634
C (1.541, -2.954, -6.410)  0.711
O (1.229, -2.784, -7.714)  -0.335
C (0.583, -3.773, -8.537)  -0.369
C (-0.923, -3.714, -8.374)  -0.786
C (0.952, -4.121, -5.669)  -0.819
H (0.990, -4.771, -8.345)  0.347
H (0.841, -3.529, -9.573)  0.320
H (-1.227, -3.936, -7.348)  0.201
H (-1.412, -4.428, -9.042)  0.190
H (-1.293, -2.708, -8.601)  0.374
H (0.041, -3.800, -5.162)  0.133
H (1.681, -4.461, -4.925)  0.373
H (0.740, -4.981, -6.300)  0.320
O (-5.625, 2.225, 2.872)  -0.587
C (-5.209, 1.693, 3.898)  0.602
O (-5.729, 2.021, 5.101)  -0.362
C (-5.442, 1.334, 6.332)  -0.387
C (-4.168, 1.861, 6.963)  -0.809
C (-4.051, 0.737, 3.845)  -0.399
H (-5.423, 0.250, 6.182)  0.360
H (-6.284, 1.537, 7.003)  0.303
H (-3.301, 1.693, 6.320)  0.160
H (-3.985, 1.375, 7.925)  0.348
H (-4.239, 2.942, 7.121)  0.295
H (-3.118, 1.304, 3.826)  0.025
H (-4.134, 0.145, 2.928)  0.143
H (-4.032, 0.023, 4.666)  0.316
O (7.578, 6.468, -2.127)  -0.578
C (6.976, 6.155, -1.103)  0.719
O (7.256, 4.995, -0.469)  -0.362
C (6.743, 4.622, 0.822)  -0.672
C (5.370, 3.992, 0.699)  -0.346
C (5.854, 7.010, -0.586)  -0.852
H (6.757, 5.473, 1.511)  0.378
H (7.441, 3.883, 1.231)  0.261
H (4.641, 4.691, 0.280)  0.186
H (5.008, 3.660, 1.676)  0.194
H (5.404, 3.130, 0.024)  0.235
H (4.939, 6.770, -1.132)  0.206
H (6.112, 8.061, -0.759)  0.305
H (5.682, 6.912, 0.483)  0.310
O (7.525, 3.116, 3.954)  -0.584
C (6.923, 2.803, 4.978)  0.715
O (7.203, 1.643, 5.611)  -0.352
C (6.691, 1.270, 6.903)  -0.553
C (5.317, 0.640, 6.780)  -0.500
C (5.801, 3.658, 5.494)  -0.604
H (6.705, 2.121, 7.592)  0.371
H (7.388, 0.531, 7.312)  0.300
H (4.589, 1.339, 6.361)  0.093
H (4.956, 0.308, 7.757)  0.275
H (5.352, -0.222, 6.105)  0.264
H (4.887, 3.418, 4.949)  -0.112
H (6.060, 4.709, 5.322)  0.327
H (5.629, 3.560, 6.564)  0.376
O (-0.892, -6.546, -7.676)  -0.506
C (-1.583, -7.373, -8.264)  0.806
O (-1.896, -7.203, -9.568)  -0.365
C (-2.541, -8.192, -10.390)  -0.402
C (-4.048, -8.133, -10.227)  -0.979
C (-2.172, -8.540, -7.523)  -1.148
H (-2.135, -9.190, -10.198)  0.361
H (-2.284, -7.948, -11.427)  0.317
H (-4.352, -8.355, -9.202)  0.273
H (-4.536, -8.847, -10.896)  0.371
H (-4.417, -7.127, -10.455)  0.300
H (-3.084, -8.219, -7.016)  0.275
H (-1.444, -8.880, -6.779)  0.329
H (-2.385, -9.400, -8.154)  0.361
O (4.633, -2.004, 8.818)  -0.556
C (3.941, -2.831, 8.230)  0.844
O (3.629, -2.662, 6.926)  -0.340
C (2.983, -3.650, 6.103)  -0.424
C (1.477, -3.591, 6.266)  -0.929
C (3.352, -3.998, 8.970)  -1.102
H (3.390, -4.648, 6.295)  0.354
H (3.241, -3.407, 5.067)  0.326
H (1.173, -3.814, 7.292)  0.285
H (0.988, -4.305, 5.598)  0.359
H (1.108, -2.585, 6.039)  0.264
H (2.441, -3.678, 9.478)  0.265
H (4.081, -4.338, 9.714)  0.321
H (3.140, -4.859, 8.339)  0.343

Values from the calculation:
Energy = -3888.1262 Ha
Lowest unoccupied orbital energy = -5.34 eV
Orbital gap = 6.04 eV
Molar mass = 1035.96 Da
Charge = +1

Record 3
ORCA calculation (ωB97M-V/def2-TZVPD) on a structure of composition CHAuLiO2 in a non-equilibrium geometry.

Last column: Mulliken charge in e.
Positions of all 6 atoms, in Å:
H (-1.491, 0.530, -0.109)  0.477
O (-0.760, -0.559, 1.177)  -0.060
C (-0.455, 0.297, 0.309)  0.636
O (0.510, -0.032, -0.467)  -0.373
Li (1.228, 1.090, -1.761)  0.966
Au (0.967, -1.325, 0.852)  1.355

Values from the calculation:
Energy = -330.7031 Ha
Lowest unoccupied orbital energy (spin up / spin down) = -18.21 / -23.27 eV
Orbital gap (spin up / spin down) = 11.19 / 7.26 eV
Molar mass = 248.93 Da
Charge = +3
Spin multiplicity = 3
Expectation value of S² = 2.010